(1)
Computed, not measured: a 4-piece molecular cluster, C32H66FI2N7O10P3S2 overall at a distorted geometry, with ωB97M-V/def2-TZVPD.

```
123
Properties=species:S:1:pos:R:3:mulliken_charge:R:1
I 3.0144 2.8209 -0.1527 0.140
I 6.1948 -1.8964 -0.8975 -0.118
S 5.2645 2.8180 3.0577 -0.293
S 0.8727 -1.6222 -1.1925 -0.244
P 4.0923 -1.6533 0.3777 0.234
P 5.0977 0.8470 3.2230 0.455
P 2.4600 0.0916 4.5271 0.137
F 0.0585 -1.5770 3.0954 -0.354
O -5.3452 6.6197 -2.0223 -0.286
O 4.3565 -2.4274 1.9533 -0.493
O -0.9525 0.3002 -1.1012 0.233
O 3.1133 -1.3244 5.3731 -0.574
O -5.6591 -3.6745 4.9683 -0.389
O 3.5009 3.3109 -3.5833 -0.385
O 5.5340 0.5129 4.9128 -0.495
O 5.3749 -5.8704 -0.1731 -0.209
O 5.8353 2.8578 -4.0824 -0.521
O 6.2631 -0.0060 2.2566 -0.410
N 2.6649 1.5745 5.5493 -0.587
N 6.8435 -6.1209 -2.6421 -0.714
N -4.4005 -1.2758 3.9797 -0.602
N 3.4016 0.2806 3.0316 0.676
N -5.2964 9.4708 -2.4519 -0.727
N 3.6672 0.0991 0.6228 0.541
N 1.4808 -0.4517 1.3432 0.774
C -1.5320 0.9618 -2.2817 0.044
C -4.4562 -3.1934 5.5744 -0.826
C -2.4686 4.9266 -4.0391 -0.949
C 0.3067 0.9948 -0.6689 -1.016
C -2.0969 -1.7038 -3.3454 1.146
C -6.9295 9.0747 -0.6831 -1.355
C 4.7178 -7.0600 0.2373 -0.792
C -6.5156 7.2948 -2.4919 -0.728
C -5.4810 -4.8112 4.1366 -0.626
C -2.9886 2.3226 -4.9830 -0.572
C -0.3431 0.9742 2.6630 -0.509
C -1.6687 2.5843 -2.5178 -0.248
C 3.4067 0.4562 -2.0778 0.097
C -2.8543 0.6675 -4.7987 -0.616
C -2.8421 -2.4754 -4.5918 -1.474
C 7.2834 -8.1596 -1.3760 -1.401
C 2.7673 -0.0215 1.8709 -0.372
C 4.7189 2.5052 -3.3970 0.218
C -2.8097 -3.0868 3.6024 -0.790
C 4.8401 1.1960 -2.3705 -0.604
C -1.9686 1.2044 2.3559 -0.657
C 7.4202 -6.6383 -1.3925 0.317
C 2.8303 0.6318 -0.5530 -1.318
C -3.5913 -2.3015 4.6541 0.451
C 1.4089 -0.1053 -0.1593 0.706
C -2.3590 3.3026 -3.8286 0.353
C -6.5673 8.7997 -2.1414 0.320
C -5.3991 6.2372 -0.6562 -0.687
C -2.8635 -2.1972 -1.9654 -0.925
C 0.1842 -0.4904 2.0510 0.323
C -2.1467 -0.0425 -3.4698 0.088
C 6.8030 -5.9492 -0.1537 -0.650
H -4.8412 -0.6895 4.6901 0.277
H -5.0181 7.0439 -0.0278 0.267
H 3.5596 -0.6910 -2.2941 0.261
H 7.0274 -5.1179 -2.6949 0.231
H -1.7895 5.5507 -3.2890 0.287
H -7.3526 9.2524 -2.7575 0.402
H 0.3097 1.8739 2.2664 0.280
H 3.4643 1.4589 6.2206 0.339
H 2.7856 2.4185 4.9375 0.302
H 3.7739 4.2418 -3.2747 0.340
H -1.9991 2.1051 1.5807 0.136
H 6.2761 -8.4964 -1.6339 0.284
H -2.6964 -3.6452 -4.4302 0.359
H 2.6173 0.8555 -2.8781 0.274
H -2.8550 -1.7943 5.2879 0.370
H -4.7029 -5.4813 4.5124 0.291
H -2.2216 -2.9646 -1.3525 0.130
H 0.7410 1.4516 -1.6831 0.599
H -4.5490 8.9259 -2.0113 0.316
H 4.6220 -3.3928 1.7934 0.342
H -7.2220 10.1230 -0.5574 0.345
H -3.2303 -1.2695 -1.3235 0.195
H -2.5513 1.4733 3.3613 0.274
H -6.4268 -5.3599 4.1085 0.260
H -2.4667 0.2932 1.8133 0.185
H 5.8243 -6.1742 -2.5518 0.339
H 7.1535 -6.4079 0.7787 0.430
H -3.9685 -2.1592 -4.6850 0.367
H 1.6276 -1.7007 -2.3738 0.188
H -3.8744 -4.0231 5.9937 0.408
H 7.9625 -8.6082 -2.1095 0.358
H -2.3319 -3.9673 4.0441 0.362
H -6.4881 7.2059 -3.5839 0.340
H -6.0954 8.8974 0.0005 0.283
H -3.4358 -3.4175 2.7699 0.233
H -4.7374 5.3768 -0.5208 0.180
H -6.4077 5.9506 -0.3460 0.322
H 8.4928 -6.4130 -1.3917 0.407
H 0.1037 1.8812 0.0663 -0.163
H -3.5059 2.7610 -5.9591 0.263
H -0.6552 -0.7803 1.2516 -0.102
H -5.1101 9.3694 -3.4507 0.273
H -2.2032 -2.2190 -5.5655 0.367
H 5.5049 0.4077 -2.9716 0.286
H -3.3393 0.0403 -5.6907 0.173
H 2.6030 -2.0945 4.9389 0.365
H -0.9591 -2.0197 -3.3916 -0.015
H 5.4626 1.4577 -1.4075 0.365
H 5.2672 -7.5867 1.0224 0.362
H -0.2636 0.9977 3.8536 0.485
H -2.0199 -2.4608 3.1728 -0.313
H -1.2352 3.2737 -1.6475 0.110
H -4.7795 -2.5826 6.4251 0.379
H -5.2565 -4.4953 3.1165 0.222
H 5.6853 -0.4937 4.8994 0.353
H -5.1915 -1.7541 3.5379 0.282
H 3.7341 -6.7841 0.6283 0.241
H -3.6054 5.2096 -3.9176 0.183
H -2.1940 5.1505 -5.1679 0.325
H 6.5427 -0.8772 2.6649 0.327
H -7.4225 6.7733 -2.1627 0.395
H 7.1545 -4.9112 -0.1378 0.209
H 4.5560 -7.7121 -0.6225 0.240
H -3.8591 -2.7652 -2.2923 0.405
H 7.5409 -8.5668 -0.3929 0.343
H -7.7733 8.4542 -0.3641 0.339
```

Its spin multiplicity is 1. The value obtained for the total energy is -4909.43511 Eh. Its net charge is +1.

(2)
Computed, not measured: a 4-piece molecular cluster, C32H66NO7 overall, with ωB97M-V/def2-TZVPD.

```
106
Properties=species:S:1:pos:R:3:mulliken_charge:R:1
O 3.4883 -4.4439 -1.6018 -0.533
O 3.3097 -6.4185 -10.5628 -0.539
O -5.3807 4.5387 5.7273 -0.528
O -1.2271 2.6634 2.3355 -0.508
O -7.4111 3.7454 5.5578 -0.373
O 2.5035 -4.5981 -9.6428 -0.361
O -1.3589 4.4363 3.6030 -0.405
N 3.4277 -3.3046 0.3411 -0.149
C 1.9579 -3.8931 -8.5276 -0.478
C 0.8418 -3.5953 0.8772 -1.318
C 2.3844 -4.0882 -3.7878 -0.650
C -8.6949 3.6781 4.9186 -0.407
C 2.9368 -5.0676 -2.7707 -0.336
C 2.1108 2.4924 2.6742 -0.327
C 2.6318 -3.6212 -0.8831 -0.029
C -3.1560 2.7462 3.7291 -0.845
C 0.8278 2.9155 -0.2080 0.558
C -6.3786 4.4449 5.0594 0.742
C 1.3403 -2.1521 1.0380 -0.122
C -8.7432 2.6124 3.8458 -0.937
C 2.9683 -5.8675 -9.5570 0.699
C -0.9236 1.0519 -1.5981 -0.117
C 1.3048 -4.2152 -0.4565 -0.527
C -1.5782 -0.2976 -1.8802 -0.157
C 2.8138 3.1625 1.4760 -0.773
C 3.4571 0.3621 2.8795 -0.975
C 2.8693 -2.1341 1.1643 0.006
C 2.0561 0.9550 2.6311 0.772
C 1.2918 2.3609 -1.5465 -0.970
C -2.0917 5.3267 4.4674 -0.263
C 3.3461 -2.3294 2.5944 -1.019
C -2.5512 -0.2694 -3.0552 -1.470
C -1.8646 3.2763 3.1567 0.909
C 3.0335 -3.2359 -7.6870 -0.848
C -2.0179 4.9169 5.9185 -1.044
C 1.8679 3.8133 0.4565 -1.236
C 0.5424 1.1241 -2.0341 0.055
C 3.1071 -6.5250 -8.2009 -0.827
C -6.4696 5.0402 3.6731 -0.999
C 3.5681 -1.0576 3.4749 -1.124
H -1.0140 1.2977 -0.5378 -0.022
H 1.2264 3.1469 -2.3053 0.375
H 1.0942 2.8837 2.7440 -0.382
H -0.0812 3.5060 -0.3488 0.377
H 1.3629 4.6504 0.9461 0.359
H 0.5393 2.1034 0.4661 -0.451
H -2.0316 -0.0139 -3.9826 0.321
H -2.4952 3.9520 6.0821 0.237
H -0.9801 4.8478 6.2466 0.367
H -3.3408 0.4674 -2.8946 0.364
H -1.6129 6.2909 4.3082 0.358
H 4.0588 0.4420 1.9668 0.240
H 2.3614 2.1288 -1.4631 0.367
H 1.8768 -4.6693 -4.5617 0.275
H 2.8862 -1.1183 4.3263 0.415
H 2.4273 -6.1508 -7.4405 0.240
H 4.5773 -1.1375 3.8836 0.389
H 1.3159 -4.5465 -7.9344 0.356
H 0.9341 -1.7148 1.9485 0.702
H 0.5716 -4.0042 -1.2301 0.387
H 2.9445 -7.5910 -8.3335 0.319
H -2.0973 -0.6573 -0.9875 0.380
H 3.7033 -3.9737 -7.2421 0.232
H 1.3146 -3.1373 -8.9755 0.325
H 1.3911 -5.3026 -0.3822 0.421
H 1.0724 0.2072 -1.7390 -0.394
H 1.6381 -3.4049 -3.3742 0.106
H 0.5571 1.1243 -3.1304 0.398
H 3.4610 3.9638 1.8463 0.247
H 3.5039 -4.1421 0.9229 0.532
H 2.6329 2.7729 3.5960 0.707
H -3.0287 -1.2402 -3.2069 0.411
H 2.5812 -2.6502 -6.8847 0.307
H -9.7496 2.5461 3.4320 0.357
H 1.3666 0.5987 3.4056 0.453
H 3.9543 1.0146 3.6062 0.526
H -8.0536 2.8289 3.0291 0.267
H -6.0245 4.3350 2.9692 0.264
H 3.1834 -3.5289 -4.2751 0.270
H -8.9832 4.6585 4.5392 0.361
H -0.7961 -1.0255 -2.0984 -0.152
H -2.5380 5.6467 6.5377 0.371
H 3.7789 -5.6094 -3.1980 0.386
H 4.1322 -6.3773 -7.8594 0.243
H 2.1900 -5.8131 -2.4812 0.276
H 3.6352 -2.5694 -8.3042 0.341
H 1.6605 0.6386 1.6599 -0.589
H 2.4941 -2.6577 -1.3892 0.146
H -5.8815 5.9544 3.6618 0.327
H 4.3771 -3.0843 0.0348 0.473
H -8.4780 1.6434 4.2682 0.295
H 0.9919 -1.5311 0.2088 -0.241
H 2.5943 -2.9699 3.0692 0.212
H -9.3787 3.4350 5.7295 0.310
H -3.1256 5.4148 4.1308 0.248
H 3.3027 -1.2456 0.7077 0.624
H 2.4912 4.2494 -0.3350 0.467
H 1.1930 -4.1978 1.7222 0.281
H -2.9061 2.0513 4.5315 0.280
H 3.4899 2.4505 0.9823 0.345
H -3.8162 3.5045 4.1404 -0.111
H -7.4780 5.2640 3.3399 0.358
H -1.4826 1.8162 -2.1494 0.527
H 4.2797 -2.9023 2.5961 0.436
H -0.2467 -3.6086 0.9137 0.479
H -3.6667 2.1905 2.9460 0.361
```

Its spin multiplicity is 1. The value obtained for the total energy is -1840.09531 Eh. Its net charge is +1.

no.,gap between HOMO and LUMO (eV)
1,5.6
2,9.2